1.
A single C2H4OSi molecule in a non-equilibrium geometry. Source: OMol25; level of theory: ωB97M-V/def2-TZVPD.

Results
Maximum force, hartree/bohr: 0.052
Total charge: 0
Orbital gap, eV: 8.72
Lowest unoccupied orbital energy, eV: 0.48

```
8
Properties=species:S:1:pos:R:3:forces:R:3:mulliken_charge:R:1
C -2.293373 -0.514014 0.122747 2.23 0.92 0.07 0.0693
C -0.960835 -0.610776 -0.043988 -2.46 0.16 1.06 -0.2094
O -2.012855 0.774780 0.160769 -0.48 0.49 0.01 -0.3964
Si 0.619815 0.365094 0.223868 -1.98 -1.13 -0.53 0.3774
H -3.315571 -0.838475 0.182365 0.07 -0.95 -0.25 0.3498
H 0.149460 1.258447 -0.845790 1.29 0.15 -0.69 -0.0374
H 1.387949 -0.885340 0.270558 1.23 0.57 -0.28 -0.0815
H 0.695405 1.275276 1.358788 0.09 -0.21 0.62 -0.0718
```
Positions in Å, forces in eV/Å.

***

2.
23 unconnected molecules or ions with the total composition C31H62Cl44O5 in a non-equilibrium geometry. Source: OMol25; level of theory: ωB97M-V/def2-TZVPD.

Results
Maximum force, hartree/bohr: 0.072
Total charge: 0
Orbital gap, eV: 10.39
Lowest unoccupied orbital energy, eV: 0.02

```
142
Properties=species:S:1:pos:R:3:forces:R:3:mulliken_charge:R:1
C 3.686130 0.812003 1.108930 -0.21 -0.27 -0.70 -1.2118
C 3.188004 1.379579 -0.204765 0.51 0.43 -0.02 1.9192
O 1.906760 1.972932 -0.087503 -0.24 -0.22 -0.03 -0.4141
C 3.214425 0.258863 -1.224657 -0.01 0.03 0.00 -0.8183
O 2.533174 0.554570 -2.452980 -1.24 -0.16 0.29 -0.3484
C 1.234051 0.176165 -2.567562 -1.42 1.37 -1.98 0.4690
O 0.440021 0.817406 -3.287017 2.40 -1.74 2.26 -0.5237
O 0.920220 -1.014133 -1.985732 0.69 1.04 -0.13 -0.4434
C 0.098576 -0.923587 -0.812450 -0.81 0.04 0.26 -0.0394
C -1.371698 -0.830546 -1.132595 -0.09 -0.19 0.29 -0.2776
C -2.275741 -0.579479 0.102289 -0.15 0.41 -1.33 -0.5645
C -3.014488 0.734420 -0.129387 -0.11 -0.50 0.40 -1.1919
C -4.052751 0.541662 -1.211088 0.23 0.93 -0.07 -0.0997
O -4.468317 1.779227 -1.794557 -0.19 0.27 0.08 -0.4531
H 3.147622 -0.099493 1.320872 -0.41 -0.20 0.47 0.1746
H 4.711414 0.518008 0.972251 0.67 0.04 0.23 0.3268
H 3.590176 1.530699 1.906909 0.09 0.18 0.36 0.4326
H 3.918128 2.130668 -0.520656 -0.44 -0.07 -0.11 -1.1058
H 1.985369 2.654518 0.591584 -0.15 -0.02 -0.13 0.2740
H 2.884351 -0.666838 -0.777418 -0.48 -0.33 -0.11 0.2861
H 4.252803 0.117820 -1.476811 0.37 -0.10 -0.30 0.5522
H 0.246513 -1.841810 -0.287791 0.43 -0.61 0.29 -0.2003
H 0.401632 -0.126183 -0.143872 0.34 0.44 -0.10 0.3481
H -1.636083 -1.747551 -1.643223 -0.19 -0.33 -0.15 0.3429
H -1.561397 -0.042975 -1.842657 0.20 0.36 -0.35 0.3175
H -1.748029 -0.564401 1.036638 0.30 -0.11 0.37 0.5741
H -3.039849 -1.343926 0.116799 -0.12 -0.47 0.46 0.0212
H -3.501491 1.052506 0.783141 -0.15 0.21 0.26 0.3535
H -2.283513 1.485838 -0.392104 0.24 0.45 -0.27 0.5259
H -4.924755 0.082255 -0.771735 -0.32 -0.34 -0.02 0.0158
H -3.665599 -0.064764 -2.016145 0.07 -0.44 -0.21 0.3960
H -3.851229 2.465889 -1.521283 -0.04 -0.06 -0.07 0.2772
C -1.995940 -4.265116 0.600721 0.01 0.04 -0.01 0.1222
Cl -1.064928 -3.176204 1.652677 -0.08 -0.34 0.11 -0.1539
Cl -3.086379 -5.312172 1.515748 0.00 0.16 -0.16 -0.1035
H -2.585969 -3.663207 -0.081562 -0.05 0.06 0.08 0.1917
H -1.302679 -4.888203 0.050628 0.07 -0.08 0.06 -0.0691
C -4.144286 -4.671970 5.158477 -0.15 -0.05 -0.10 0.1220
Cl -5.688226 -5.029406 5.945444 0.01 -0.04 -0.02 -0.1755
Cl -4.147288 -3.069316 4.411309 -0.22 0.02 -0.09 -0.0779
H -3.361052 -4.710202 5.899728 0.04 0.10 0.12 0.2027
H -3.969966 -5.411627 4.386077 -0.04 0.01 -0.05 -0.0581
C 5.385561 4.296438 -2.274253 -0.08 0.04 -0.03 -0.2229
Cl 6.301277 3.190823 -3.303112 -0.02 0.02 -0.02 -0.1744
Cl 5.500313 3.837131 -0.566634 0.26 0.49 -0.03 -0.0820
H 5.785498 5.296212 -2.392216 0.08 -0.02 0.04 0.3576
H 4.345058 4.267773 -2.572114 -0.08 -0.09 0.00 0.1230
C 8.086908 2.266547 2.775297 0.12 -0.11 -0.08 0.2322
Cl 6.791566 2.327282 3.978869 0.27 -0.09 -0.27 -0.0984
Cl 7.523462 1.786926 1.162293 0.06 0.02 0.21 -0.1400
H 8.533470 3.253405 2.716368 -0.21 -0.18 -0.14 -0.3864
H 8.818526 1.535916 3.100349 -0.04 -0.03 0.02 0.3532
C 4.345873 6.447547 2.782644 0.07 -0.04 0.11 -0.1372
Cl 3.208108 5.186088 3.281572 -0.10 0.14 -0.14 -0.0881
Cl 5.984520 6.109756 3.352806 0.03 0.03 -0.01 -0.1008
H 4.356537 6.492265 1.704076 0.13 -0.10 0.02 -0.0294
H 4.019996 7.394423 3.195619 -0.02 -0.03 0.07 0.3811
C 3.802815 4.231368 6.979051 -0.03 0.05 -0.08 -0.4441
Cl 4.549351 3.262946 5.704343 -0.23 -0.02 0.35 -0.0173
Cl 3.963366 3.474664 8.571185 -0.04 0.00 0.02 -0.1687
H 4.291078 5.197945 7.005389 0.07 -0.03 0.02 0.3344
H 2.749191 4.347201 6.755104 -0.02 -0.06 0.00 0.3027
C 0.095627 4.877452 -4.126623 0.00 -0.08 0.03 0.9243
Cl 1.763789 5.143827 -4.652929 0.03 -0.03 0.03 -0.1720
Cl -1.001656 6.076262 -4.831216 -0.01 -0.03 0.04 -0.1740
H -0.215915 3.891343 -4.440758 0.03 0.00 -0.13 -0.4604
H 0.053772 4.951784 -3.051618 0.01 0.15 0.21 -0.1087
C 1.016711 6.971820 -0.618017 -0.04 0.02 -0.08 -0.3217
Cl -0.103063 5.721743 -0.077170 -0.15 -0.05 -0.09 -0.1433
Cl 2.649180 6.632887 -0.033127 0.01 0.11 -0.24 -0.0801
H 1.043031 6.994780 -1.701851 -0.01 -0.09 -0.01 0.1917
H 0.685588 7.927216 -0.230307 0.06 -0.01 0.10 0.3233
C 0.740163 4.960897 -8.478065 -0.03 -0.09 0.05 0.1827
Cl 0.091457 3.826055 -9.669858 0.03 0.06 0.00 -0.1570
Cl 1.163304 6.516086 -9.204547 0.01 0.04 0.04 -0.1768
H -0.010834 5.131245 -7.714704 -0.05 0.04 -0.05 -0.1099
H 1.630924 4.529926 -8.037712 0.04 -0.01 -0.05 0.2410
C 11.050594 5.050827 2.566039 0.06 0.02 -0.04 -0.2866
Cl 9.747850 5.086378 3.764345 0.13 0.21 0.17 -0.1272
Cl 10.458089 4.567023 0.973073 0.03 -0.01 0.00 -0.1241
H 11.479707 6.042285 2.493592 -0.07 0.04 -0.02 0.2989
H 11.798352 4.337750 2.890428 -0.05 -0.06 0.01 0.2823
C 0.138034 -8.075696 -1.066000 0.01 -0.11 0.01 -0.2738
Cl -0.772845 -6.835363 -1.943788 0.01 0.02 0.00 -0.1610
Cl -0.606999 -8.486739 0.479561 -0.13 0.18 -0.04 0.0131
H 0.174673 -8.966176 -1.680067 -0.06 -0.02 -0.03 0.3596
H 1.137469 -7.705065 -0.886339 0.03 0.09 0.04 0.0726
C -7.773438 0.408625 1.323120 -0.14 -0.07 0.23 -0.2310
Cl -7.760199 -0.931180 0.172148 0.02 -0.03 -0.04 -0.1575
Cl -6.179330 1.161753 1.478934 -0.10 -0.02 0.11 -0.0734
H -8.469447 1.159111 0.969151 0.13 -0.17 0.01 0.1548
H -8.078119 0.029568 2.291717 0.13 -0.08 0.01 0.3341
C -7.517945 3.110614 -1.889862 0.16 -0.15 -0.04 0.5023
Cl -7.368102 4.744840 -2.547374 0.01 0.00 -0.02 -0.1793
Cl -8.435536 3.097305 -0.371413 -0.11 0.36 -0.25 -0.2142
H -8.039015 2.491594 -2.609449 -0.10 0.06 0.00 0.2812
H -6.524956 2.715531 -1.699042 -0.01 0.04 0.05 -0.3582
C -2.332525 -9.422695 4.010177 -0.02 -0.02 0.11 -0.4210
Cl -2.838026 -10.665721 2.861668 0.02 -0.02 0.02 -0.1513
Cl -2.591182 -7.793654 3.370472 0.10 -0.14 0.12 -0.0357
H -2.907612 -9.535396 4.921120 -0.08 0.01 -0.04 0.3188
H -1.275846 -9.547608 4.213486 0.03 0.02 -0.08 0.2768
C -1.057100 -2.526322 7.077711 -0.03 0.19 -0.01 0.0598
Cl -2.623091 -2.591606 7.903024 0.04 -0.04 -0.03 -0.1662
Cl -1.098259 -3.332820 5.502151 0.40 -0.05 0.03 -0.0716
H -0.795614 -1.487998 6.896582 -0.16 -0.25 0.17 -0.1019
H -0.316554 -3.011444 7.701028 -0.01 -0.03 0.00 0.2836
C -1.256038 1.061273 -5.707255 0.10 -0.10 0.12 -0.1286
Cl -1.922910 -0.107626 -6.852429 -0.05 -0.06 -0.03 -0.1597
Cl -0.843740 2.588820 -6.498905 0.16 -0.13 -0.09 0.0192
H -1.994973 1.256523 -4.938872 -0.06 0.03 -0.05 0.1172
H -0.359194 0.644450 -5.265986 -0.08 0.06 -0.10 0.1984
C -6.686985 -4.060813 1.965485 0.06 0.03 0.02 0.4234
Cl -8.257826 -4.144532 2.771367 0.02 0.04 0.02 -0.1791
Cl -6.732612 -4.783451 0.350873 0.03 0.04 0.00 -0.1647
H -6.403010 -3.019852 1.868508 -0.05 0.02 -0.05 0.0539
H -5.959289 -4.594049 2.564453 -0.04 -0.07 -0.01 -0.1528
C 2.265480 0.157903 7.210441 0.11 0.05 0.04 0.0906
Cl 2.049550 -0.897116 8.614549 0.02 0.02 -0.01 -0.1707
Cl 0.883453 0.086459 6.112296 0.12 0.21 -0.22 -0.1613
H 2.375440 1.178441 7.554927 -0.03 0.00 0.07 -0.0227
H 3.150031 -0.157493 6.671031 -0.02 -0.06 -0.01 0.2601
C -4.070218 -2.168304 -9.110907 0.05 0.01 -0.02 0.1145
Cl -4.461593 -3.318840 -7.826591 0.07 0.01 0.02 -0.1484
Cl -5.517957 -1.630408 -9.968863 0.03 0.04 -0.04 -0.1594
H -3.586960 -1.304979 -8.671147 -0.10 0.04 0.05 -0.0699
H -3.405409 -2.649027 -9.817780 -0.06 -0.08 -0.02 0.2786
C 2.274733 -4.553328 2.221724 -0.05 0.01 0.15 -0.2549
Cl 2.167393 -5.953279 1.153100 -0.03 -0.06 0.00 -0.0967
Cl 2.525799 -3.053186 1.321397 0.07 0.07 0.00 -0.0593
H 1.348328 -4.469078 2.778266 -0.06 0.01 -0.09 -0.0082
H 3.111611 -4.696426 2.894111 0.06 0.00 -0.07 0.4118
C -4.400121 5.428319 -6.503287 0.00 0.01 0.07 -0.0789
Cl -4.010572 3.706215 -6.437134 -0.14 0.07 0.04 -0.1039
Cl -5.365572 5.833066 -7.927169 0.00 0.05 0.01 -0.1723
H -4.963213 5.690425 -5.616007 -0.07 -0.05 0.00 0.2487
H -3.473969 5.988126 -6.541827 0.04 -0.03 -0.08 0.0949
C 2.710809 -11.435288 -0.397153 0.06 -0.23 0.17 -0.3012
Cl 3.137988 -9.996748 -1.329616 -0.03 0.06 -0.02 -0.1505
Cl 1.651928 -11.086601 0.978090 0.13 -0.04 -0.15 -0.1164
H 2.206780 -12.136105 -1.050963 -0.07 0.07 -0.03 0.2740
H 3.627546 -11.869049 -0.017675 0.02 0.04 0.03 0.3020
```
Positions in Å, forces in eV/Å.

***

> Look up the total charge of the second one.

0

***

> Which of these has the lowest lowest unoccupied orbital energy?

C31H62Cl44O5

***

> Number 1 is which compound?

C2H4OSi

***

> Which of these has the highest orbital gap?

C31H62Cl44O5